1 | Entry from the OMol25 dataset: a 2-piece molecular cluster, C2H8N3S overall (wB97M-V/def2-TZVPD).

Positions of all 14 atoms, in Å:
1 C 0.0826 -0.0142 0.6174
2 C 0.9043 -0.7905 -0.2449
3 N 0.4248 1.8664 -0.6298
4 N 0.0022 1.3229 0.5512
5 N 0.8195 -2.0696 -0.1970
6 S -2.1371 -0.5961 -0.2316
7 H -0.0302 -0.4793 1.5572
8 H 1.3939 -0.3927 -1.1345
9 H 0.5608 2.8100 -0.6039
10 H -0.2583 1.7314 -1.4593
11 H -0.6453 1.8713 1.2985
12 H 0.3646 -2.6526 0.4867
13 H 1.3028 -2.6301 -0.9168
14 H -2.7847 0.0233 0.9068

Values from the calculation:
HOMO-LUMO gap (spin up / spin down) ... 0.241 / 0.256 hartree
Total charge ... +1
LUMO level (spin up / spin down) ... -0.220 / -0.215 Ha
HOMO level (spin up / spin down) ... -0.461 / -0.471 Ha

Löwdin atomic charge list, values in e, 4 entries: C -0.332; C -0.091; N 0.039; N -0.138

2 | Entry from the OMol25 dataset: a 2-piece molecular cluster, C2H8N3S overall (wB97M-V/def2-TZVPD).

Positions of all 14 atoms, in Å:
1 C -0.6328 0.4804 -0.2052
2 C -1.0171 -0.7262 -0.9128
3 N 1.7752 1.1391 -0.3139
4 N 0.4076 1.2787 0.0245
5 N -0.6231 -1.8849 -0.3119
6 S -2.1511 0.7165 0.3447
7 H -0.1552 -0.0354 1.6286
8 H -1.6522 -0.6977 -1.7536
9 H 2.0530 0.9060 -1.3490
10 H 2.4436 1.6681 0.2653
11 H 0.0356 2.1295 0.5438
12 H 0.3089 -0.2920 2.1880
13 H 0.2127 -1.8256 0.3044
14 H -1.0052 -2.8567 -0.4528

Values from the calculation:
HOMO-LUMO gap ... 0.313 hartree
Total charge ... +1
LUMO level ... -0.177 Ha
HOMO level ... -0.490 Ha

Löwdin atomic charge list, values in e, 4 entries: C -0.841; C -0.192; N 0.049; N -0.077

It is 2 that is the least stable of them.

1 | Entry from the OMol25 dataset: a 2-piece molecular cluster, CH3NOS overall (wB97M-V/def2-TZVPD).

Positions of all 7 atoms, in Å:
1 C 2.3148 -0.0113 0.1599
2 N 0.0087 -0.4815 0.3057
3 O 2.4718 1.0473 -0.2857
4 S -1.1077 0.8438 -0.1568
5 H -0.0399 1.5342 -0.6155
6 H 0.2439 -0.6457 1.2219
7 H 0.1499 -1.3290 -0.1780

Values from the calculation:
HOMO-LUMO gap ... 0.375 hartree
Total charge ... 0
LUMO level ... 0.023 Ha
HOMO level ... -0.352 Ha

Löwdin atomic charge list, values in e, 4 entries: C -0.014; N -0.441; O -0.012; S 0.662

2 | Entry from the OMol25 dataset: a single CH3NOS molecule (wB97M-V/def2-TZVPD).

Positions of all 7 atoms, in Å:
1 C 0.2982 0.8195 -0.0336
2 N -0.4625 -0.2719 -0.2859
3 O 0.0229 -1.5338 -0.0563
4 S -0.2155 2.3480 -0.1413
5 H 0.4952 -1.6604 0.7504
6 H -1.4636 -0.3394 -0.4651
7 H 1.3252 0.6380 0.2318

Values from the calculation:
SMILES ... ONC=S
HOMO-LUMO gap ... 0.336 hartree
Total charge ... 0
LUMO level ... 0.017 Ha
HOMO level ... -0.319 Ha

Löwdin atomic charge list, values in e, 4 entries: C -0.750; N -0.117; O -0.026; S 0.591

It is 2 that is the least stable of them.

1 | Entry from the OMol25 dataset: a 2-piece molecular cluster, CH3NOS overall (wB97M-V/def2-TZVPD).

Positions of all 7 atoms, in Å:
1 C -0.7172 1.4753 -0.5898
2 N -1.0178 1.6449 0.4752
3 O 0.6834 -1.2828 -1.0763
4 S 0.4822 -1.1300 0.6278
5 H 0.9816 -2.2391 0.6032
6 H -1.0654 1.8688 1.4259
7 H 0.6532 -0.3373 -1.4659

Values from the calculation:
HOMO-LUMO gap ... 0.336 hartree
Total charge ... 0
LUMO level ... 0.013 Ha
HOMO level ... -0.323 Ha

Löwdin atomic charge list, values in e, 4 entries: C -0.084; N 0.078; O -0.564; S 0.702

2 | Entry from the OMol25 dataset: a single CH3NOS molecule (wB97M-V/def2-TZVPD).

Positions of all 7 atoms, in Å:
1 C 1.3825 1.2824 -1.0106
2 N -0.2216 -0.4193 0.0581
3 O 2.2723 1.8807 -1.5282
4 S 0.9963 -0.4264 -1.2307
5 H 0.5263 1.4888 -0.3307
6 H -1.0254 -1.1143 -0.0303
7 H 0.2278 -0.5425 0.9114

Values from the calculation:
SMILES ... NSC=O
HOMO-LUMO gap ... 0.368 hartree
Total charge ... 0
LUMO level ... 0.016 Ha
HOMO level ... -0.352 Ha

Löwdin atomic charge list, values in e, 4 entries: C -0.627; N -0.337; O -0.008; S 0.858

It is 1 that is the least stable of them.

1 | Entry from the OMol25 dataset: a 9-piece molecular cluster, H16NO11 overall (wB97M-V/def2-TZVPD).

Positions of all 28 atoms, in Å:
1 N 0.3933 -0.1374 0.3340
2 O 1.4802 -0.6407 0.6410
3 O -0.0516 0.8275 0.9955
4 O -0.2250 -0.5310 -0.6872
5 O 1.2528 3.1432 2.3772
6 H 0.5718 2.5684 2.0051
7 H 2.0108 2.5589 2.4607
8 O 0.0846 -0.8568 -4.3224
9 H -0.8169 -1.1292 -4.1269
10 H 0.5421 -0.9395 -3.4784
11 O -1.1464 -3.2353 -0.2214
12 H -1.9373 -2.9739 0.2584
13 H -0.6885 -2.3987 -0.4060
14 O 0.3995 2.2261 -2.1203
15 H 0.1813 1.3213 -1.8655
16 H -0.1831 2.7608 -1.5741
17 O 3.9454 -2.2823 -0.9493
18 H 3.2757 -1.8016 -0.4481
19 H 4.4133 -1.5981 -1.4356
20 O 0.7107 -0.1334 3.7220
21 H 0.6264 -0.0054 2.7642
22 H 1.6442 -0.3199 3.8505
23 O -2.8380 0.9660 1.5710
24 H -3.1214 1.8837 1.6087
25 H -1.8812 1.0090 1.3899
26 O -3.0478 0.0990 -1.0917
27 H -3.2287 0.1982 -0.1426
28 H -2.3661 -0.5789 -1.1086

Values from the calculation:
HOMO-LUMO gap ... 0.379 hartree
Total charge ... -1
LUMO level ... 0.114 Ha
HOMO level ... -0.266 Ha

Löwdin atomic charge list, values in e, 4 entries: N -0.538; O 0.018; O -0.059; O -0.059

2 | Entry from the OMol25 dataset: a 9-piece molecular cluster, H16NO11 overall (wB97M-V/def2-TZVPD).

Positions of all 28 atoms, in Å:
1 N 0.2285 0.1857 -0.1140
2 O 0.6636 1.3140 -0.3604
3 O -0.9930 -0.0197 0.0209
4 O 0.9523 -0.7932 0.1232
5 O -1.3416 3.4270 -1.3477
6 H -1.0543 3.9298 -0.5214
7 H -0.9404 2.5741 -1.3936
8 O -3.2763 0.6020 1.8047
9 H -4.0596 0.8211 1.2076
10 H -2.7524 0.1836 1.2580
11 O -0.5320 -3.0100 -0.8410
12 H 0.0231 -2.3793 -0.8547
13 H -0.7481 -3.2199 0.1060
14 O 2.6932 2.2555 1.5865
15 H 2.2993 2.1422 2.5096
16 H 1.9653 1.9685 0.9923
17 O 3.1375 -2.0136 0.8965
18 H 3.7858 -2.0474 0.2013
19 H 2.5641 -1.6011 0.2692
20 O -1.1282 -2.5253 2.3012
21 H -1.0161 -2.7721 3.1181
22 H -0.6841 -1.5870 2.4186
23 O -2.3882 -0.0407 -2.3674
24 H -2.0000 -0.3939 -1.6132
25 H -2.6946 0.8482 -2.0812
26 O 2.8003 0.8991 -2.3732
27 H 2.5305 0.1031 -2.9538
28 H 1.9653 1.1493 -1.9919

Values from the calculation:
HOMO-LUMO gap ... 0.357 hartree
Total charge ... -1
LUMO level ... 0.111 Ha
HOMO level ... -0.246 Ha

Löwdin atomic charge list, values in e, 4 entries: N -0.530; O -0.024; O -0.036; O -0.023

It is 2 that is the least stable of them.